# 1
ORCA calculation (wB97M-V/def2-TZVPD) on 9 unconnected molecules or ions with the total composition C13H44N12O9 at a distorted geometry.

Computed properties:
Energy relative to the best compared isomer or geometry (same formula, charge and spin) in kcal per mole: 312.03
Electronic energy in Ha: -1855.72425
LUMO level in eV: -1.4591
SMILES string: NC(N)=O.NC(N)=O.NC(N)=O.NC(N)=O.NC(N)=O.NC(N)=O.CC(C)O.CC(C)O.CO

Structure (XYZ):
```
78
Properties=species:S:1:pos:R:3:forces:R:3
O -0.173 2.621 3.464 -5.2 -3.7 -2.6
O -4.460 -0.400 0.718 6.1 -2.6 2.5
O -1.951 2.329 -1.968 -0.9 -0.9 0.5
O -0.420 -2.288 -1.478 1.7 -5.7 5.4
O 1.240 2.280 -0.354 -1.6 -6.2 -0.6
O -0.099 0.298 -3.189 -6.0 2.4 6.3
O -1.121 5.027 -1.012 0.5 -1.5 6.4
O 0.128 -2.080 4.312 -2.1 -1.4 -6.9
O 3.257 -1.486 -0.979 -5.6 -6.2 -6.4
N -0.981 -3.955 0.088 -7.0 -4.5 1.7
N -1.947 5.048 1.201 -4.2 0.7 -1.4
N 0.942 -0.036 -0.777 0.4 -3.0 0.1
N -0.697 1.152 0.061 -3.6 -2.7 2.1
N 0.030 4.184 0.875 3.0 -1.2 0.6
N -1.042 -3.329 2.678 -2.7 -5.5 1.5
N 0.044 -1.707 1.945 2.6 2.0 -3.8
N 1.123 -3.413 -0.007 2.5 -1.1 -0.2
N -2.917 -1.213 2.352 -2.3 -3.8 5.1
N -1.354 0.538 3.329 0.1 0.1 -0.2
N -2.172 2.329 2.216 -1.5 1.4 -1.2
N -2.204 -0.996 0.446 4.2 -2.9 -7.3
C 0.890 -1.356 -4.200 0.1 -0.6 -2.4
C 4.052 -0.835 -0.258 5.4 3.3 5.5
C 0.526 1.106 -0.331 3.6 8.3 0.5
C -0.240 -2.363 3.012 2.6 1.6 10.6
C 3.452 -0.761 1.150 1.0 1.6 0.8
C -0.092 -3.297 -0.521 1.3 7.9 -7.5
C 4.420 0.524 -0.846 -0.2 0.8 1.6
C 2.089 0.770 -3.709 2.5 -1.0 0.7
C -3.254 -0.886 1.147 -9.6 3.4 -2.9
C -3.305 1.953 -1.638 0.2 0.9 -0.8
C -0.980 4.737 0.312 -1.3 2.6 -6.7
C 0.811 0.187 -4.047 2.4 -3.5 -5.5
C -1.249 1.820 2.979 6.3 3.4 3.9
H -1.039 1.933 0.551 0.0 1.4 0.0
H 3.292 -1.677 1.652 -0.2 -1.8 -0.1
H 2.511 -0.226 1.234 0.1 0.5 -0.2
H -0.923 -4.989 0.209 0.3 1.2 -0.1
H -1.399 -1.533 0.868 -1.2 1.2 -0.7
H 1.337 -4.102 0.753 -0.3 0.9 -1.3
H -3.745 2.517 -0.773 0.6 -0.2 -0.5
H 0.671 3.695 0.215 -0.2 0.1 0.9
H -2.009 -0.154 2.882 0.8 1.6 1.1
H 2.757 0.686 -4.571 0.1 0.5 0.2
H 0.285 0.013 -2.331 -0.6 0.3 -0.6
H -2.190 -1.995 2.408 -2.0 1.3 0.4
H 1.881 -0.227 -0.943 1.5 0.2 -0.5
H -1.417 1.572 -1.648 -0.4 1.2 -0.7
H 4.975 -1.423 -0.111 0.3 0.4 -0.1
H -1.283 0.275 0.378 1.9 2.3 -1.3
H 0.621 -0.884 1.990 0.2 0.2 0.2
H -2.862 5.290 0.732 1.7 0.0 1.2
H 3.560 1.152 -1.037 -0.7 -0.1 -0.1
H 0.416 -0.898 -0.624 -0.1 0.6 -0.3
H -1.114 -3.607 1.665 0.2 0.2 1.9
H 3.534 -2.407 -1.129 0.1 0.8 -0.3
H -3.016 1.772 2.125 0.0 0.6 -0.3
H 1.933 1.760 -3.343 0.3 0.9 0.2
H -1.243 -4.056 3.422 0.3 1.3 -1.3
H 0.331 -2.414 1.237 0.3 1.8 0.6
H -2.281 -1.187 -0.616 0.1 0.9 2.2
H 4.190 -0.336 1.827 -0.1 0.7 0.1
H -3.925 2.237 -2.545 0.4 -0.8 1.1
H 0.048 3.980 1.893 0.1 -0.2 -1.0
H 2.538 0.118 -2.921 0.0 0.8 -0.4
H -1.794 5.177 2.172 0.2 0.4 0.6
H -0.115 -1.833 -4.408 1.0 0.8 0.6
H 4.856 1.072 0.031 0.5 -0.3 -1.3
H -3.331 0.887 -1.361 -0.5 0.3 -0.4
H 4.967 0.510 -1.791 0.4 -0.2 0.5
H -3.753 -1.388 2.941 1.0 0.3 -0.2
H -1.991 -3.652 0.009 1.6 -0.5 -0.8
H 1.439 -1.517 -5.113 0.7 -0.7 -0.5
H 1.908 -2.972 -0.506 -0.7 -0.1 0.6
H 1.400 -1.887 -3.388 -0.1 0.4 0.1
H 0.512 0.636 -5.007 -0.3 -0.2 0.0
H -0.772 0.236 4.075 0.6 -0.2 0.4
H -2.104 3.346 1.925 -0.6 -1.5 0.2
```
Forces are in eV/Å.

Löwdin population analysis, charges in e, atoms 1 to 8:
1. O -0.17
2. O -0.06
3. O -0.16
4. O -0.08
5. O -0.08
6. O -0.01
7. O -0.10
8. O -0.06

---

# 2
ORCA calculation (wB97M-V/def2-TZVPD) on 9 unconnected molecules or ions with the total composition C13H44N6O9 at a distorted geometry.

Computed properties:
Energy relative to the best compared isomer or geometry (same formula, charge and spin) in kcal per mole: 112.48
Electronic energy in Ha: -1527.32641
LUMO level in eV: 0.4238
SMILES string: NC(N)=O.NC(N)=O.NC(N)=O.CCO.CCO.CCO.CCO.CO.CO

Structure (XYZ):
```
72
Properties=species:S:1:pos:R:3:forces:R:3
O -0.382 -5.330 -1.912 0.0 0.3 -1.2
O -0.381 -0.658 -0.794 -0.1 -3.8 -1.8
O -0.246 3.716 0.572 -1.3 0.7 -0.5
O 3.102 -1.500 -0.439 0.2 -0.8 -0.6
O -3.602 4.267 1.255 -0.2 1.0 0.5
O -3.768 0.852 2.289 0.8 0.2 1.4
O -3.233 -0.872 -0.214 0.3 0.2 1.6
O 2.734 -1.151 -3.627 4.1 2.9 2.0
O 3.700 1.684 2.763 -0.5 0.5 1.5
N 0.655 -1.649 -3.179 -5.1 1.3 5.4
N 1.095 0.672 0.270 3.6 -0.5 0.1
N 4.291 0.294 1.204 3.0 -1.1 -3.5
N 2.922 -0.440 2.662 -3.0 -3.2 3.0
N 1.548 -2.354 -4.928 0.2 -2.9 -4.8
N -0.982 1.040 0.395 -4.0 2.7 2.0
C 4.240 -2.364 -0.611 -0.6 -1.2 0.7
C -3.141 5.301 2.161 1.1 -0.8 -0.7
C 5.412 -1.851 -1.318 0.5 1.1 -1.1
C -0.103 0.234 -0.040 1.2 0.9 -1.0
C 1.693 -1.669 -3.846 2.6 -1.2 -3.6
C 3.668 0.547 2.314 0.7 3.8 -0.8
C -5.192 0.776 2.266 0.9 -0.8 -1.3
C -5.588 -0.714 2.219 0.4 0.9 -0.2
C 0.738 4.688 0.348 2.8 -0.4 0.3
C 1.993 4.148 1.062 0.3 0.3 -0.8
C -1.103 -3.852 -0.093 0.8 -0.6 -0.2
C 0.056 -4.381 -0.975 -0.1 0.5 1.7
C -3.904 -0.253 -1.254 -0.4 -0.5 -1.8
H -0.831 -2.923 0.409 0.0 0.1 -0.2
H -3.411 0.621 -1.679 0.1 0.4 0.4
H -6.673 -0.804 2.258 0.1 -0.5 0.1
H 2.300 -2.247 -5.594 -0.4 -0.6 -0.1
H -5.040 -1.224 3.011 -0.6 0.1 0.5
H 0.789 -0.975 -2.439 -1.7 -0.5 0.9
H 0.522 -3.501 -1.416 -0.3 -0.3 -0.9
H 2.839 4.775 0.778 0.1 0.2 0.6
H -2.468 -1.267 -0.640 0.7 -0.1 0.5
H 0.876 -4.778 -0.377 -0.1 -0.3 0.3
H -2.677 4.820 3.022 -0.6 0.1 0.5
H -5.147 -1.183 1.339 -0.5 0.1 -0.4
H -1.343 -4.567 0.695 -0.3 -0.1 -0.1
H 0.705 -2.889 -5.080 0.5 0.2 -0.7
H -0.079 -2.321 -3.351 -0.2 0.8 0.7
H 4.807 1.018 0.725 -0.1 -0.2 0.4
H -5.668 1.281 3.107 0.4 0.2 0.0
H 5.901 -1.165 -0.626 0.6 0.2 -0.7
H 4.076 -0.559 0.707 0.1 0.8 -0.1
H 1.882 0.101 -0.007 0.2 0.4 0.2
H -4.944 -0.025 -1.021 0.1 -0.1 0.2
H -0.613 1.830 0.904 -1.2 0.0 0.2
H 2.574 -1.597 -1.235 -0.1 0.3 -0.4
H 4.001 -3.287 -1.140 -0.8 -0.2 0.5
H 0.571 5.739 0.582 -0.8 -0.1 0.8
H 0.928 4.752 -0.723 0.3 -0.3 -0.2
H 2.303 3.166 0.704 -0.3 0.0 -0.4
H -3.459 0.211 1.645 0.1 -0.3 -0.1
H -3.884 6.061 2.403 -0.2 -0.5 -0.1
H -1.950 -3.713 -0.765 -0.2 0.1 0.2
H 4.582 -2.546 0.408 -0.3 -0.7 0.1
H 2.240 -0.264 3.386 0.2 -0.3 0.0
H -2.285 5.788 1.694 -0.1 0.5 -0.2
H 1.231 1.636 0.537 0.2 -0.4 0.1
H 1.913 3.964 2.133 -0.2 0.7 0.1
H 5.119 -1.427 -2.279 0.0 0.7 0.2
H -2.798 3.774 1.077 -0.1 -0.3 -0.1
H -1.946 0.806 0.206 0.0 0.5 0.4
H -0.498 -6.220 -1.570 0.1 0.3 0.5
H -0.645 3.704 -0.301 -0.8 -0.7 0.1
H 3.078 -1.383 2.335 -0.2 0.4 0.1
H -3.834 -1.003 -2.042 -0.9 0.3 -0.7
H 6.033 -2.680 -1.658 0.4 -0.1 0.7
H -5.299 1.324 1.330 -1.8 0.0 0.0
```
Forces are in eV/Å.

Löwdin population analysis, charges in e, atoms 1 to 8:
1. O -0.07
2. O 0.03
3. O -0.10
4. O -0.13
5. O -0.13
6. O -0.12
7. O -0.15
8. O 0.07

---

# 3
ORCA calculation (wB97M-V/def2-TZVPD) on 10 unconnected molecules or ions with the total composition C13H47N19O10 at a distorted geometry.

Computed properties:
Energy relative to the best compared isomer or geometry (same formula, charge and spin) in kcal per mole: 21.41
Electronic energy in Ha: -2316.66896
LUMO level in eV: -0.5436
SMILES string: COC[C@H](C)N.NC(N)=O.NC(N)=O.NC(N)=O.NC(N)=O.NC(N)=O.NC(N)=O.NC(N)=O.NC(N)=O.NC(N)=O

Structure (XYZ):
```
89
Properties=species:S:1:pos:R:3:forces:R:3
O -1.919 -3.476 1.719 0.1 0.7 0.1
O -1.763 4.469 3.771 0.1 0.2 0.0
O 0.081 -1.059 4.601 0.0 0.9 -0.8
O 0.677 -2.427 -2.404 0.3 0.0 -0.5
O 0.577 -1.350 -6.013 0.6 -0.5 0.2
O -1.277 1.736 -0.886 0.2 0.0 0.6
O 2.122 1.615 1.526 0.7 0.4 -0.1
O -4.177 -1.608 -4.883 0.0 -0.3 0.4
O -5.370 4.512 -2.210 0.1 0.2 -0.5
O 3.426 -2.869 -0.068 0.2 0.2 0.0
N -1.246 -0.414 -1.643 0.1 1.3 0.5
N 4.201 2.409 0.915 -1.0 0.0 0.3
N -2.591 3.538 1.863 0.2 0.3 0.0
N 3.121 -0.891 -1.119 0.1 0.5 -0.9
N -2.205 -1.100 -5.869 -0.2 -0.3 0.5
N -0.427 3.148 2.487 0.1 -0.2 -0.6
N 2.623 -0.373 -6.224 -0.5 -0.6 0.9
N 0.218 0.192 -0.030 0.3 -0.2 0.0
N 3.666 -0.952 1.140 0.4 -0.7 -0.9
N 1.450 -0.251 -4.237 0.5 0.1 0.3
N -3.332 4.593 -1.190 -0.4 -0.5 -0.6
N 2.293 -3.503 -3.616 -0.3 0.1 0.1
N -2.231 -2.321 -3.928 0.1 -0.7 1.0
N 0.376 1.749 5.490 0.0 -0.2 -0.3
N 3.300 2.889 2.977 -0.1 -0.3 -0.2
N -0.777 -3.423 -0.254 -0.3 0.1 0.5
N 0.391 -4.600 -2.974 0.2 0.2 -0.1
N -4.008 2.689 -2.251 0.6 -0.7 -0.4
N 0.328 -3.778 1.754 -0.1 0.1 0.1
C -4.300 3.986 -1.970 -0.5 0.0 1.1
C -0.944 -0.351 5.248 -0.9 -1.7 2.0
C -1.676 1.479 6.749 -0.6 0.0 0.2
C 3.142 2.261 1.792 -0.1 0.3 0.3
C -2.962 -1.696 -4.892 0.2 0.7 -0.8
C 3.428 -1.644 -0.019 -0.8 0.0 0.0
C -0.476 0.741 6.187 0.6 1.6 -0.7
C 1.501 -0.723 -5.512 -0.6 0.7 -0.7
C 0.121 -0.819 3.182 0.2 -0.6 1.0
C -0.855 -3.499 1.128 0.2 -1.4 -0.2
C -1.598 3.810 2.763 -0.4 -0.8 0.4
C -0.774 0.611 -0.835 -0.7 -0.3 -0.5
C 1.100 -3.438 -2.981 -0.2 -0.6 0.2
H 1.202 -3.908 1.277 0.1 0.1 -0.1
H 0.279 -3.890 2.749 0.1 -0.1 0.0
H 2.694 -1.322 -1.925 0.0 -0.4 0.4
H -3.526 5.542 -0.933 0.3 0.1 0.0
H 1.152 -1.051 2.916 -0.1 0.1 -0.4
H -3.513 3.835 2.121 0.0 0.1 -0.1
H 4.054 3.533 3.127 -0.1 0.1 0.1
H 2.648 -0.705 -7.170 0.2 0.3 -0.1
H 0.124 -3.365 -0.713 -0.3 0.4 0.3
H -2.482 0.792 7.025 0.1 -0.1 0.1
H 0.603 -0.701 -0.289 0.2 -0.1 0.5
H -3.166 2.265 -1.895 0.1 0.1 0.1
H -0.513 -4.632 -2.535 0.1 0.0 0.2
H -1.229 -2.370 -3.874 0.1 0.2 -0.5
H 0.584 -0.291 -3.729 -0.1 -0.1 -0.1
H -2.102 2.159 6.005 0.1 -0.1 -0.1
H -1.518 -2.825 -0.592 0.2 0.0 -0.4
H -0.242 2.824 1.553 0.1 -0.1 0.1
H 1.221 1.268 5.188 0.0 -0.1 0.0
H 3.845 -1.628 1.865 -0.1 0.6 0.6
H 3.340 0.000 1.255 -0.1 -0.5 0.4
H -2.408 4.199 -1.221 0.2 0.4 0.3
H 2.145 0.396 -3.911 -0.1 0.1 0.0
H -2.785 -0.705 -6.587 0.3 0.0 -0.3
H -1.227 -1.356 -5.997 -0.4 0.3 -0.2
H -2.476 2.819 1.168 -0.1 0.1 0.0
H 0.724 0.759 0.630 0.0 0.2 -0.2
H -1.826 -0.069 4.660 0.6 0.5 -0.7
H -0.125 0.215 2.937 0.0 0.0 -0.1
H -1.449 2.093 7.618 0.2 -0.1 0.0
H 0.191 0.405 6.982 -0.4 -0.6 0.0
H -2.708 -2.791 -3.179 -0.3 0.1 -0.2
H 2.669 -4.399 -3.863 0.2 0.1 -0.2
H 2.549 2.813 3.639 0.1 0.1 0.2
H 0.319 3.145 3.151 0.0 0.4 0.0
H 0.703 -5.408 -3.479 -0.1 0.0 -0.1
H 3.989 2.014 0.017 0.5 -0.1 -0.1
H -1.425 -1.098 5.906 0.1 0.0 0.1
H -4.554 2.116 -2.866 -0.4 0.4 0.0
H -0.107 1.997 4.628 -0.1 0.1 0.2
H 2.812 -2.664 -3.794 0.1 0.0 0.1
H -1.882 -0.036 -2.328 0.1 -0.6 -0.4
H 5.127 2.341 1.302 0.1 0.0 -0.3
H -0.575 -1.136 -1.856 -0.4 -0.3 -0.5
H -0.572 -1.528 2.723 0.0 0.4 -0.3
H 3.182 0.375 -5.863 0.3 0.0 -0.5
H 3.021 0.108 -1.128 0.0 0.0 0.6
```
Forces are in eV/Å.

Löwdin population analysis, charges in e, atoms 1 to 8:
1. O 0.04
2. O 0.03
3. O -0.18
4. O -0.08
5. O 0.01
6. O 0.00
7. O -0.03
8. O 0.02